[1]
Density functional theory data (the ωB97M-V functional and the def2-TZVPD basis) for a molecular structure, C36H32AsCoN4S at a distorted geometry.

```
75
Properties=species:S:1:pos:R:3
Co -0.31539 -0.58174 -0.87101
C -0.90590 -1.36241 -3.75542
N -1.30187 -1.90477 -2.45482
C -2.75145 -2.00026 -2.28825
C -3.30960 -1.16332 -1.16790
C -4.69019 -1.10509 -0.98893
C -5.20636 -0.35289 0.04951
C -4.31754 0.31448 0.87970
C -2.96428 0.20201 0.62678
N -2.46653 -0.51357 -0.37562
C -0.66291 -3.18726 -2.17410
C -0.62156 -3.50143 -0.70440
C -0.67973 -4.81505 -0.25821
C -0.48363 -5.07973 1.08592
C -0.24997 -4.01446 1.94399
C -0.25315 -2.73365 1.42169
N -0.43110 -2.48094 0.13194
C -0.33511 0.03101 -3.67233
C 0.27549 0.59280 -4.78579
C 0.76968 1.88276 -4.70558
C 0.59168 2.59132 -3.52452
C -0.02622 1.95606 -2.46603
N -0.45785 0.69530 -2.52129
H -1.76610 -1.32901 -4.43808
H -0.15761 -2.00868 -4.22258
H -3.03671 -3.04347 -2.09942
H -3.26689 -1.70090 -3.20784
H -5.34523 -1.64690 -1.65311
H -6.27153 -0.29054 0.21139
H -4.66213 0.91320 1.70560
H -2.23990 0.70020 1.25680
H 0.38421 -3.12143 -2.49423
H -1.15422 -4.00871 -2.71753
H -0.87631 -5.61382 -0.95697
H -0.51463 -6.09362 1.45254
H -0.06997 -4.17214 2.99422
H -0.10261 -1.86924 2.05935
H 0.36459 0.02083 -5.69775
H 1.27760 2.32765 -5.54724
H 0.93348 3.60951 -3.42754
H -0.18227 2.47579 -1.52296
S 1.99083 -1.19541 -1.20578
C 2.64154 -1.13231 0.41143
C 3.71710 -1.95783 0.73794
C 4.28891 -1.88211 1.99248
C 3.81221 -0.97627 2.93037
C 2.74480 -0.15207 2.61136
C 2.14302 -0.22916 1.36399
As 0.71490 0.94194 0.75531
C 1.89261 2.46620 0.38047
C 2.79599 2.34923 -0.67252
C 3.69998 3.36355 -0.93471
C 3.71067 4.50757 -0.15360
C 2.81461 4.63006 0.89349
C 1.91410 3.61340 1.16273
C -0.23686 1.56829 2.33969
C -1.01709 2.71702 2.17480
C -1.78446 3.20609 3.21589
C -1.80246 2.54083 4.43323
C -1.09967 1.35769 4.58245
C -0.33409 0.86664 3.53574
H 4.09782 -2.64753 -0.00181
H 5.12246 -2.52240 2.24049
H 4.27690 -0.89731 3.90135
H 2.38509 0.57464 3.33477
H 2.79420 1.45924 -1.29533
H 4.40857 3.25988 -1.74326
H 4.41159 5.30356 -0.35932
H 2.81735 5.51894 1.50649
H 1.23580 3.70769 2.00039
H -1.00545 3.22760 1.21108
H -2.36169 4.10943 3.08955
H -2.36207 2.93887 5.26458
H -1.14149 0.81763 5.51791
H 0.19398 -0.07155 3.65836
```

Properties
- net charge = +1
- gap between HOMO and LUMO (spin up / spin down) (eV) = 7.56 / 7.15
- HOMO level (spin up / spin down) (eV) = -9.59 / -9.61
- 2S+1 = 4

[2]
Density functional theory data (the ωB97M-V functional and the def2-TZVPD basis) for a molecular structure, C36H32AsF5INOOsSe at a distorted geometry.

```
79
Properties=species:S:1:pos:R:3
Os 0.84808 -0.97581 -0.17043
C 1.35329 -2.88484 0.97243
C 1.28770 -1.80865 1.89397
C 2.28365 -0.83941 1.50890
C 2.96586 -1.33040 0.31545
C 2.40962 -2.60939 0.00315
C 2.91644 -3.61011 -0.97770
C 4.18336 -0.69003 -0.26671
C 2.78358 0.28077 2.36053
C 0.51109 -1.81957 3.16452
C 0.68974 -4.20620 1.15241
H 3.55929 -4.30984 -0.43772
H 3.49995 -3.15116 -1.76873
H 2.10451 -4.17506 -1.42721
H 5.05649 -1.00697 0.30462
H 4.11888 0.39515 -0.22055
H 4.34232 -0.98722 -1.30337
H 3.67300 -0.08125 2.88204
H 2.05825 0.59296 3.10389
H 3.07639 1.15243 1.77125
H 1.00291 -2.48396 3.87829
H -0.50622 -2.17972 3.01503
H 0.47315 -0.83404 3.60794
H 1.33773 -4.79083 1.81389
H 0.59472 -4.76738 0.22751
H -0.27233 -4.12487 1.65290
C -4.98366 1.25219 0.83560
C -4.35314 0.06309 1.17547
C -2.96885 -0.01082 1.17403
C -2.22368 1.11288 0.83744
C -2.84752 2.30756 0.50218
C -4.23438 2.37096 0.50103
As -0.30312 1.03023 0.94065
C 0.50376 2.57463 0.14228
C 0.72206 2.81797 -1.20359
C 1.36700 3.98995 -1.57089
C 1.80146 4.87693 -0.59278
C 1.59245 4.61777 0.75309
C 0.93669 3.45573 1.14348
C 0.60887 3.06838 2.52952
C 0.81643 3.85525 3.65803
C 0.37050 3.42055 4.89566
C -0.32324 2.22226 5.01916
C -0.54231 1.42610 3.90243
C -0.03396 1.83364 2.67811
H -6.06277 1.30988 0.84257
H -4.93885 -0.80315 1.44837
H -2.47488 -0.94433 1.42937
H -2.26073 3.18620 0.25642
H -4.72707 3.29997 0.25121
H 0.39721 2.10596 -1.95711
H 1.53686 4.20553 -2.61570
H 2.31009 5.78532 -0.88161
H 1.93787 5.32611 1.49266
H 1.30515 4.81590 3.57257
H 0.53307 4.03815 5.76773
H -0.71030 1.91421 5.98018
H -1.13500 0.52916 3.99713
N -3.12055 0.39561 -2.13556
C -2.25770 -0.54989 -1.79087
O -1.14166 -0.25401 -1.33765
C -2.70313 -1.96733 -2.05663
I -1.64896 -3.28629 -0.81240
H -2.88470 1.36497 -1.98583
H -4.02876 0.17317 -2.50848
H -2.44519 -2.23300 -3.07835
H -3.77159 -2.09785 -1.90618
F -1.93892 -2.61427 -6.77177
C -1.17741 -2.21898 -5.78151
C -0.41817 -3.14565 -5.07079
F -0.45324 -4.42190 -5.39864
C 0.37023 -2.71102 -4.01202
F 1.10712 -3.60875 -3.35988
C 0.41352 -1.38210 -3.63839
Se 1.68083 -0.73204 -2.32889
C -0.31552 -0.47345 -4.37915
F -0.25753 0.82052 -4.08250
C -1.12809 -0.87729 -5.43210
F -1.84802 0.01078 -6.09339
```

Properties
- net charge = +2
- gap between HOMO and LUMO (spin up / spin down) (eV) = 6.09 / 6.09
- HOMO level (spin up / spin down) (eV) = -13.64 / -13.64

[3]
Density functional theory data (the ωB97M-V functional and the def2-TZVPD basis) for a molecular structure, C36H32BF4Ge2Pt at a distorted geometry.

```
76
Properties=species:S:1:pos:R:3
Pt 1.43320 -1.15993 0.90460
C 0.31924 1.54094 -1.32596
Ge 1.23380 1.33336 0.37937
C 2.98763 2.10315 0.22624
C 4.12386 1.30285 0.39717
C 5.39922 1.86638 0.28789
C 5.54068 3.22928 0.00774
C 4.40657 4.02952 -0.16331
C 3.13051 3.46771 -0.05436
C 0.28736 2.22054 1.82272
C -0.88916 2.91493 1.50593
C -1.61396 3.57982 2.49414
C -1.17733 3.56383 3.81692
C -0.00605 2.87756 4.16502
C 0.42740 2.86527 5.50027
C 1.59139 2.18354 5.85565
C 2.33117 1.50868 4.88545
C 1.91437 1.51069 3.55207
C 0.74179 2.19466 3.16678
H 0.24318 2.61869 -1.57740
H -0.69679 1.10093 -1.25823
H 0.89523 1.01882 -2.11713
H 4.02128 0.24736 0.61484
H 6.27710 1.24749 0.42052
H 6.52797 3.66474 -0.07652
H 4.51648 5.08430 -0.37981
H 2.25652 4.09279 -0.18685
H -1.25182 2.94699 0.48780
H -2.51964 4.11175 2.23222
H -1.75578 4.08779 4.56863
H -0.13468 3.38282 6.26884
H 1.92045 2.17737 6.88682
H 3.23276 0.98015 5.16751
H 2.51857 0.97174 2.83814
C -0.15796 -1.56893 -0.43293
Ge -1.55889 -2.01185 -1.70778
C -3.15691 -1.01872 -1.25178
C -3.72170 -1.13856 0.02632
C -4.87633 -0.42229 0.35739
C -5.47459 0.41665 -0.58618
C -4.91848 0.53990 -1.86181
C -3.76363 -0.17463 -2.19494
C -2.00353 -3.88884 -1.45081
C -2.19016 -4.78160 -2.51830
C -2.51701 -6.11979 -2.27431
C -2.66279 -6.57903 -0.96402
C -2.48712 -5.69853 0.10441
C -2.16264 -4.36072 -0.13760
C -0.86560 -1.34691 -3.40078
C -0.57539 -2.17194 -4.49903
C -0.06940 -1.62276 -5.68214
C 0.15629 -0.24822 -5.77841
C -0.11733 0.57919 -4.68828
C -0.62134 0.03232 -3.50523
H 0.77202 -2.10947 -0.70335
H -3.27083 -1.77788 0.77010
H -5.30656 -0.51703 1.34594
H -6.36833 0.97047 -0.32920
H -5.38285 1.18838 -2.59344
H -3.35305 -0.06960 -3.18892
H -2.11205 -4.46194 -3.53798
H -2.66270 -6.80036 -3.10329
H -2.91606 -7.61453 -0.77722
H -2.60197 -6.05203 1.12097
H -2.02445 -3.69747 0.70450
H -0.71486 -3.23277 -4.45965
H 0.15252 -2.26537 -6.52448
H 0.54856 0.17416 -6.69449
H 0.06232 1.64419 -4.75868
H -0.82642 0.68709 -2.66748
F 4.54750 0.80733 2.75793
B 3.98988 -0.50229 3.05436
F 2.89825 -0.78333 2.13612
F 3.49105 -0.51882 4.41976
F 5.02279 -1.51428 2.90340
H 1.56722 -2.83571 1.25761
```

Properties
- net charge = -2
- gap between HOMO and LUMO (spin up / spin down) (eV) = 4.66 / 5.23
- HOMO level (spin up / spin down) (eV) = -0.33 / -0.90
- 2S+1 = 2

Number 1: calculated total energy -153109.323 eV. Number 2: calculated total energy -191715.339 eV. Number 3: calculated total energy -165678.081 eV.